# 1
The following is a DFT calculation (ωB97M-V with the def2-TZVPD basis set) of one molecule with the formula C5H9NO2.

Calculated values
ΔE to the lowest compared entry with this formula, charge and spin: 720.2 kJ/mol
Highest occupied orbital energy: -8.63 eV
Calculated total energy: -400.9024 a.u.
Lowest unoccupied orbital energy: -3.40 eV
Orbital gap: 0.192 Eh

```
! RIJCOSX wB97M-V def2-TZVPD def2/J DEFGRID3
* xyz 0 1
C 1.8778 0.9906 0.3698
N 0.4563 0.4446 -0.0082
C 0.5516 -0.9483 -0.4107
C -0.4261 -1.8404 0.2845
C -0.6664 1.2145 -0.5521
C -1.9842 1.1483 -0.0644
O -2.5173 0.1821 0.6801
O 2.7983 0.5013 -0.5398
H 1.7449 0.4318 1.3941
H 1.5534 -1.2847 -0.1474
H 0.3556 -0.9735 -1.4977
H -0.4061 -2.9259 0.2279
H -0.4580 -1.5343 1.3038
H -1.4645 -1.4850 -0.0918
H 1.5562 2.0873 0.5537
H -0.3888 1.9663 -1.2244
H -2.5825 2.0253 -0.2776
*
```

These are the Mulliken partial charges, in e, on atoms 1 to 6: -0.27 0.12 -0.35 -1.02 -0.27 -0.06

# 2
The following is a DFT calculation (ωB97M-V with the def2-TZVPD basis set) of an isolated ion of composition C5H9NO2P and charge -1.

Calculated values
ΔE to the lowest compared entry with this formula, charge and spin: 191.5 kJ/mol
Highest occupied orbital energy: -3.72 eV
Calculated total energy: -742.5414 a.u.
Lowest unoccupied orbital energy: 3.71 eV
SMILES string: C=[P@]([O-])(C#N)OC(C)C
Orbital gap: 0.273 Eh

```
! RIJCOSX wB97M-V def2-TZVPD def2/J DEFGRID3
* xyz -1 1
C -2.0574 -1.0331 1.0079
P -0.6537 -0.2400 1.6206
O 0.3834 -1.0821 2.3049
C -0.7885 1.2394 2.7027
N -1.0155 1.7335 3.7001
O -0.0238 0.6273 0.3019
C 0.4922 -0.1082 -0.7860
C -0.0938 0.5254 -2.1394
C 1.9796 -0.0389 -0.8186
H -2.3888 -1.8587 1.6953
H -2.9053 -0.3599 0.7341
H 0.1173 -1.1711 -0.6262
H 0.5047 1.5525 -2.2993
H 0.1937 -0.0776 -3.0960
H -1.1564 0.5533 -1.9201
H 2.4899 0.9759 -0.9192
H 2.4570 -0.7373 -1.6351
H 2.4654 -0.5004 0.1724
*
```

These are the Mulliken partial charges, in e, on atoms 1 to 6: -0.91 0.70 -0.75 0.30 -0.51 -0.40